{"formula": "C4H11N2O2", "method": "ωB97M-V with the def2-TZVPD basis set", "total_energy_ev": -11391.024, "total_charge": 1, "e_above_lowest_ev": 5.100, "orbital_gap_ev": [7.860, 7.859], "symbols": ["C", "C", "C", "C", "N", "N", "O", "O", "H", "H", "H", "H", "H", "H", "H", "H", "H", "H", "H"], "positions_angstrom": [[0.460, -1.241, 0.848], [1.546, 0.511, -0.630], [-0.512, -0.400, 0.041], [-2.269, 1.149, 0.144], [-1.015, -0.844, -1.113], [1.793, -0.710, 0.411], [1.922, 1.642, -0.052], [-1.101, 0.494, 0.766], [0.305, -0.887, 1.906], [0.466, -2.356, 0.800], [2.004, 0.473, -1.580], [-3.149, 0.612, 0.130], [-1.909, 1.577, -0.831], [-2.448, 1.906, 0.958], [-0.538, -1.655, -1.513], [-1.639, -0.317, -1.782], [2.603, -0.438, 1.071], [2.189, -1.474, -0.227], [1.292, 1.956, 0.652]]}


{"formula": "C4H11S2", "method": "ωB97M-V with the def2-TZVPD basis set", "total_energy_ev": -25997.490, "total_charge": -1, "e_above_lowest_ev": 0.348, "orbital_gap_ev": 5.515, "symbols": ["C", "S", "C", "H", "H", "H", "H", "H", "H", "C", "C", "S", "H", "H", "H", "H", "H"], "positions_angstrom": [[1.841, -1.799, 0.278], [3.083, -0.523, 0.573], [1.961, 0.893, 0.659], [1.381, -2.106, 1.209], [1.108, -1.394, -0.426], [2.309, -2.676, -0.158], [2.552, 1.747, 0.975], [1.115, 0.760, 1.330], [1.563, 1.098, -0.333], [-2.793, 0.124, -0.727], [-1.490, 0.751, -0.250], [-0.961, 2.301, -1.058], [-2.646, -0.614, -1.514], [-3.287, -0.411, 0.104], [-3.499, 0.884, -1.074], [-1.558, 0.939, 0.817], [-0.681, 0.028, -0.405]]}


{"formula": "C32H90F6N6O14P", "method": "ωB97M-V with the def2-TZVPD basis set", "total_energy_ev": -97838.353, "total_charge": -1, "e_above_lowest_ev": 1.212, "orbital_gap_ev": 9.486, "symbols": ["P", "F", "F", "F", "F", "F", "F", "C", "C", "C", "O", "C", "N", "H", "H", "H", "H", "H", "H", "H", "H", "H", "H", "H", "C", "C", "C", "O", "C", "N", "H", "H", "H", "H", "H", "H", "H", "H", "H", "H", "H", "C", "C", "C", "O", "C", "N", "H", "H", "H", "H", "H", "H", "H", "H", "H", "H", "H", "C", "C", "C", "O", "C", "N", "H", "H", "H", "H", "H", "H", "H", "H", "H", "H", "H", "C", "C", "C", "O", "C", "N", "H", "H", "H", "H", "H", "H", "H", "H", "H", "H", "H", "C", "C", "C", "O", "C", "N", "H", "H", "H", "H", "H", "H", "H", "H", "H", "H", "H", "C", "C", "O", "O", "H", "H", "H", "H", "H", "H", "C", "C", "O", "O", "H", "H", "H", "H", "H", "H", "C", "C", "O", "O", "H", "H", "H", "H", "H", "H", "C", "C", "O", "O", "H", "H", "H", "H", "H", "H"], "positions_angstrom": [[-0.328, -0.665, 0.029], [-0.678, -1.772, -1.082], [-1.906, -0.510, 0.272], [-0.228, -1.539, 1.334], [0.044, 0.575, 1.077], [1.295, -0.955, -0.204], [-0.333, 0.558, -1.098], [1.680, -4.877, 11.706], [1.835, -4.594, 10.247], [2.282, -3.110, 9.900], [2.167, -2.878, 8.473], [2.128, -1.428, 8.184], [2.953, -5.459, 9.914], [2.546, -4.645, 12.326], [1.428, -5.930, 11.833], [0.869, -4.271, 12.110], [0.904, -4.955, 9.810], [3.328, -2.869, 10.090], [1.684, -2.376, 10.439], [2.064, -1.201, 7.120], [2.945, -0.844, 8.609], [1.166, -1.049, 8.530], [2.739, -6.346, 10.346], [3.722, -5.006, 10.387], [-8.304, 2.884, -0.626], [-8.786, 4.296, -0.345], [-9.683, 4.976, -1.473], [-9.965, 6.303, -0.989], [-10.667, 7.082, -1.958], [-9.470, 4.235, 0.924], [-9.135, 2.180, -0.658], [-7.608, 2.515, 0.127], [-7.663, 2.776, -1.500], [-7.933, 4.960, -0.204], [-10.647, 4.473, -1.543], [-9.166, 4.906, -2.429], [-11.423, 7.821, -1.693], [-11.251, 6.438, -2.617], [-9.946, 7.633, -2.561], [-9.929, 5.129, 0.821], [-10.220, 3.686, 0.530], [-4.167, 5.156, -5.903], [-3.404, 4.411, -7.020], [-3.135, 5.208, -8.257], [-4.257, 6.071, -8.605], [-4.235, 6.690, -9.902], [-2.176, 3.720, -6.602], [-5.105, 5.539, -6.307], [-3.553, 5.921, -5.428], [-4.505, 4.596, -5.031], [-4.020, 3.564, -7.321], [-3.035, 4.533, -9.107], [-2.291, 5.894, -8.185], [-4.605, 5.959, -10.621], [-3.229, 7.096, -10.007], [-4.909, 7.544, -9.848], [-1.454, 4.408, -6.447], [-2.318, 3.287, -5.701], [0.852, 7.727, -0.309], [0.457, 7.176, -1.699], [1.668, 6.856, -2.632], [1.173, 6.181, -3.792], [2.235, 6.042, -4.760], [-0.281, 5.924, -1.498], [1.096, 6.978, 0.444], [-0.070, 8.207, 0.019], [1.642, 8.477, -0.254], [-0.135, 7.903, -2.255], [2.424, 6.234, -2.153], [2.193, 7.789, -2.838], [1.803, 5.753, -5.718], [3.021, 5.362, -4.432], [2.678, 7.030, -4.881], [0.308, 5.193, -1.126], [-0.353, 5.654, -2.468], [-1.203, -7.817, -2.393], [-0.391, -9.147, -2.097], [0.160, -9.942, -3.319], [1.056, -10.970, -2.783], [1.633, -11.807, -3.751], [0.708, -8.620, -1.323], [-2.120, -8.134, -2.890], [-0.695, -7.130, -3.070], [-1.441, -7.247, -1.495], [-1.051, -9.879, -1.630], [0.741, -9.273, -3.954], [-0.581, -10.348, -4.008], [0.983, -11.989, -4.607], [2.089, -12.710, -3.345], [2.430, -11.361, -4.347], [0.618, -7.766, -1.854], [1.379, -9.162, -1.850], [8.088, 1.483, -0.989], [9.056, 2.608, -0.689], [8.601, 4.002, -1.208], [9.674, 5.029, -1.233], [9.331, 6.400, -1.631], [9.283, 2.667, 0.737], [7.765, 1.545, -2.028], [7.145, 1.505, -0.442], [8.501, 0.475, -0.951], [9.948, 2.163, -1.131], [7.798, 4.328, -0.547], [8.176, 3.893, -2.206], [8.830, 6.193, -2.577], [10.141, 7.112, -1.788], [8.478, 6.817, -1.096], [9.999, 3.349, 0.944], [9.813, 1.837, 0.958], [2.662, -4.018, -5.535], [3.805, -4.276, -4.507], [3.155, -4.312, -3.257], [2.218, -2.691, -5.629], [1.839, -4.686, -5.281], [3.008, -4.280, -6.535], [4.555, -3.487, -4.479], [4.330, -5.204, -4.736], [2.841, -3.418, -3.101], [1.475, -2.504, -5.051], [-3.893, 2.737, 4.526], [-4.053, 3.966, 3.718], [-5.192, 4.790, 4.114], [-5.216, 2.183, 4.708], [-3.430, 2.931, 5.494], [-3.134, 2.123, 4.041], [-3.954, 3.747, 2.654], [-3.281, 4.720, 3.870], [-4.869, 5.692, 4.051], [-5.087, 1.261, 4.471], [5.424, -5.317, 4.702], [4.861, -4.279, 3.685], [3.915, -4.961, 2.839], [4.362, -6.104, 5.137], [5.958, -4.802, 5.501], [6.199, -5.959, 4.283], [5.619, -3.924, 2.987], [4.437, -3.362, 4.095], [3.697, -4.370, 2.115], [4.401, -6.018, 6.092], [-3.025, -6.829, 4.126], [-2.288, -5.845, 5.108], [-0.864, -5.789, 4.871], [-2.172, -7.867, 3.630], [-3.454, -6.164, 3.376], [-3.933, -7.275, 4.533], [-2.483, -6.201, 6.120], [-2.813, -4.891, 5.076], [-0.563, -5.095, 5.463], [-2.822, -8.552, 3.805]]}


{"formula": "C6H12O", "method": "ωB97M-V with the def2-TZVPD basis set", "total_energy_ev": -8460.672, "total_charge": 0, "e_above_lowest_ev": 3.682, "orbital_gap_ev": 9.039, "symbols": ["C", "C", "C", "C", "C", "C", "O", "H", "H", "H", "H", "H", "H", "H", "H", "H", "H", "H", "H"], "positions_angstrom": [[-2.773, 0.115, -0.244], [-1.404, 0.576, 0.250], [-0.353, -0.531, 0.161], [0.996, -0.101, 0.711], [2.209, -0.898, 0.362], [1.840, 0.869, -0.088], [1.455, 0.833, -1.412], [-2.724, -0.206, -1.292], [-3.139, -0.734, 0.346], [-3.517, 0.916, -0.174], [-1.484, 0.921, 1.290], [-1.062, 1.435, -0.339], [-0.241, -0.842, -0.884], [-0.699, -1.411, 0.720], [0.945, 0.169, 1.768], [2.139, -1.539, -0.514], [2.861, -1.238, 1.165], [2.924, 0.207, 0.051], [2.025, 1.459, -1.875]]}